Here is 2 unconnected molecules or ions with the total composition C3H3N2O2 in a non-equilibrium geometry from OMol25. Energies are from wB97M-V/def2-TZVPD.

Results
Kohn-Sham gap (alpha / beta) = 7.470 / 7.076 eV
Multiplicity = 3
Total charge = -1

Geometry (Å):
C: 2.48035 0.80160 0.59290
C: 1.69313 0.09807 -0.00251
C: 0.67818 -0.71367 -0.40224
N: -1.38024 0.86581 -0.51286
N: -2.15328 0.05962 0.07302
O: -1.92083 -1.13375 0.46713
O: -3.29982 0.58660 0.12466
H: 3.24393 1.46040 0.81194
H: 0.13829 -1.33884 0.28625
H: 0.52030 -0.68585 -1.43830

Here are the natural (NBO) charges for atoms 1 to 6, given in e: -0.288 -0.056 -0.356 -0.268 0.463 -0.599

***

Here is 2 unconnected molecules or ions with the total composition BrNO3 in a non-equilibrium geometry from OMol25. Energies are from wB97M-V/def2-TZVPD.

Results
Kohn-Sham gap (alpha / beta) = 5.635 / 3.572 eV
Total charge = 0

Geometry (Å):
N: -1.10420 -0.30276 -0.05247
O: -2.11176 0.23822 -0.12387
O: -0.39940 -1.15700 0.03086
O: 1.56302 1.40450 0.00299
Br: 2.05235 -0.18297 0.14249

natural (NBO) charges in e: 0.669 -0.155 -0.103 -0.833 0.421

***

Here is a single CH2O2S3 molecule in a non-equilibrium geometry from OMol25. Energies are from wB97M-V/def2-TZVPD.

Results
Kohn-Sham gap = 9.599 eV
Total charge = 0

Geometry (Å):
C: 0.79034 -0.08814 -0.38994
O: 2.12840 -2.02513 -1.79417
O: 3.53620 -0.21896 -0.91609
S: 0.99613 0.72949 -2.06858
S: -0.55020 -1.30107 -0.10802
S: 2.23897 -0.71258 -1.29410
H: 1.07139 0.54032 0.45787
H: 0.20870 -2.07884 -0.79322

Here are the natural (NBO) charges for atoms 1 to 6, given in e: -0.703 -0.890 -0.876 0.001 0.053 2.012

***

Here is a molecular structure, C23H34NO2P2W in a non-equilibrium geometry from OMol25. Energies are from wB97M-V/def2-TZVPD.

Results
Kohn-Sham gap (alpha / beta) = 6.481 / 7.296 eV
Multiplicity = 3
Total charge = +1

Geometry (Å):
C: -0.60205 3.82426 -1.89327
C: -0.61895 2.46036 -1.56337
N: 0.23545 1.96766 -0.61797
C: 1.11485 2.79516 0.01773
C: 1.18445 4.15586 -0.30637
C: 0.31335 4.67886 -1.27027
C: -1.52945 1.48096 -2.25907
P: -1.79055 -0.04194 -1.21887
W: 0.26045 -0.15234 -0.20097
P: 2.22825 0.35246 0.82373
C: 1.95385 2.18296 1.11643
C: 0.28275 -2.19174 0.10923
C: -0.73335 -2.85274 0.84573
C: -0.75285 -4.24644 1.01183
C: 0.25885 -5.04464 0.45633
C: 1.28825 -4.42144 -0.26417
C: 1.29465 -3.02644 -0.43357
O: -0.46805 0.06406 -4.90397
O: 0.73915 -1.95534 -3.52487
H: -1.29655 4.19926 -2.65057
H: 1.90455 4.79756 0.20953
H: 0.34645 5.74176 -1.52997
C: -3.25145 0.34156 -0.16347
C: -2.41035 -1.32264 -2.37647
H: 2.88455 2.75386 1.28003
H: 1.36475 2.21786 2.05423
H: -1.03435 1.08826 -3.18137
H: -2.46915 1.96776 -2.57557
C: 2.65225 -0.31384 2.48283
C: 3.81685 0.26236 -0.10607
H: -1.52495 -2.25204 1.30953
H: -1.56305 -4.71214 1.58663
H: 0.24725 -6.13244 0.58653
H: 2.09345 -5.02424 -0.70257
H: 2.10595 -2.57164 -1.01577
H: 0.87335 -1.35854 -2.72807
H: 0.46265 -2.79564 -3.11577
H: -0.10185 -0.77444 -4.51227
H: 0.34135 0.55176 -5.13937
H: 1.06075 -0.37254 -1.68797
H: -4.14835 0.56626 -0.76767
H: -3.45115 -0.52554 0.48813
H: -2.99905 1.20166 0.47743
H: -3.29605 -0.98064 -2.93807
H: -1.59115 -1.57304 -3.06637
H: -2.66095 -2.21734 -1.78187
H: 4.65635 0.71736 0.44893
H: 4.03935 -0.79904 -0.30827
H: 3.67745 0.77246 -1.07307
H: 3.54385 0.16996 2.91833
H: 1.77855 -0.17914 3.14013
H: 2.83315 -1.39624 2.37213
C: -1.68765 0.99356 4.32373
C: -1.09335 -0.24824 4.12593
C: -0.56145 -0.58234 2.87743
C: -0.62245 0.30876 1.78043
C: -1.20115 1.57446 2.02843
C: -1.73505 1.90746 3.27613
H: -2.09655 1.25306 5.29163
H: -1.03195 -0.95264 4.94563
H: -0.07415 -1.53764 2.80333
H: -1.25745 2.32416 1.25883
H: -2.18205 2.88106 3.43033

Here are the natural (NBO) charges for atoms 1 to 6, given in e: -0.245 0.292 -0.577 0.283 -0.247 -0.100

***

Here is a gas-phase ion, H2O5P2 (charge -2) in a non-equilibrium geometry from OMol25. Energies are from wB97M-V/def2-TZVPD.

Results
Kohn-Sham gap = 6.192 eV
Total charge = -2

Geometry (Å):
O: -0.53389 -1.59416 -1.51144
O: -2.48527 0.00488 -1.63567
O: 0.06973 0.81150 -1.44737
O: 0.69136 -0.57364 1.07528
O: -1.43801 1.04776 1.78377
P: -1.24581 -0.29644 1.23074
P: -1.18426 -0.35482 -0.99803
H: 0.81878 -0.88988 0.14495
H: 0.17826 1.61705 -0.93593

Here are the natural (NBO) charges for atoms 1 to 6, given in e: -1.221 -1.212 -1.075 -1.111 -1.206 0.948

***

Here is 2 unconnected molecules or ions with the total composition C6H8N2O4S3 in a non-equilibrium geometry from OMol25. Energies are from wB97M-V/def2-TZVPD.

Results
Kohn-Sham gap = 7.619 eV
Total charge = 0

Geometry (Å):
C: 0.24799 -1.29766 -2.73268
C: 0.68837 -0.02963 -2.11014
C: 2.75934 0.97366 -1.40014
C: -0.54928 1.23578 0.90174
C: 0.17991 2.50761 1.31483
C: -1.01027 -2.12462 2.07245
N: 2.04657 0.15115 -1.93859
N: -0.03205 0.10711 1.03797
O: -1.80489 1.48680 0.43747
O: 0.23587 -1.98425 -0.30757
O: -1.97473 -1.01779 -0.03227
O: -0.14352 0.79970 -1.80404
S: 3.86124 1.91558 -0.83781
S: 1.19413 -2.43448 -3.39603
S: -0.70372 -1.31147 0.50568
H: -0.74587 -1.12957 -3.19239
H: 0.74126 2.95688 0.46791
H: 0.89341 2.33529 2.13639
H: -0.61649 3.03656 1.81819
H: -0.38943 -1.51705 2.79205
H: -2.03789 -2.11716 2.40502
H: -0.72558 -3.11817 1.75419
H: -2.11436 0.57574 0.10779

Here are the natural (NBO) charges for atoms 1 to 6, given in e: -0.355 0.608 0.293 0.677 -0.688 -0.880

***

Here is a single C6H9NO molecule in a non-equilibrium geometry from OMol25. Energies are from wB97M-V/def2-TZVPD.

Results
Kohn-Sham gap = 10.163 eV
Total charge = 0

Geometry (Å):
C: 2.51582 -0.16967 -0.09765
C: 0.98114 -0.74852 -0.33766
C: -1.02434 -0.36473 0.46307
C: -2.39114 -0.10981 -0.09786
C: -0.96548 0.73415 -0.42382
C: 1.08935 0.58040 0.25228
H: 3.13202 -0.27461 0.95342
H: 3.03610 0.19788 -1.01235
H: 0.71767 -0.27861 -1.25186
H: 0.25403 -1.89001 0.82116
H: -0.87345 -0.19325 1.47854
H: -3.14967 0.08233 0.69755
H: -2.64510 -0.43319 -1.06463
H: -0.72052 0.36426 -1.43046
H: 0.93267 0.54590 1.29665
N: -0.28657 -1.54476 0.00068
O: 0.01127 1.64521 0.11962

Here are the natural (NBO) charges for atoms 1 to 6, given in e: -0.377 -0.140 -0.144 -0.368 0.064 0.028

***

Here is a single C4H7NO molecule in a non-equilibrium geometry from OMol25. Energies are from wB97M-V/def2-TZVPD.

Results
Kohn-Sham gap = 10.704 eV
Total charge = 0

Geometry (Å):
C: 0.90062 0.58028 0.78219
O: 0.49797 1.15397 -0.48395
C: -0.83766 0.68059 -0.77452
C: -0.82912 -0.73035 -0.21339
N: 0.45511 -1.29319 -0.67354
C: 0.31433 -0.80497 0.70008
H: 0.51055 1.17582 1.61307
H: 1.99856 0.52551 0.87825
H: -1.56608 1.36852 -0.34378
H: -0.98545 0.62091 -1.87096
H: -1.72743 -1.34231 -0.05684
H: 0.87894 -0.44163 -1.09253
H: 0.38968 -1.49315 1.53592

Here are the natural (NBO) charges for atoms 1 to 6, given in e: -0.093 -0.537 -0.096 -0.130 -0.574 -0.128